[1]
{
  "formula": "C26H32N4O3S",
  "method": "the ωB97M-V functional and the def2-TZVPD basis",
  "elements": ["C", "C", "H", "C", "N", "C", "O", "C", "H", "H", "S", "C", "N", "C", "C", "C", "C", "C", "C", "C", "O", "N", "C", "H", "H", "C", "C", "C", "C", "C", "C", "C", "H", "H", "H", "H", "H", "H", "H", "H", "N", "C", "H", "C", "H", "O", "C", "H", "C", "H", "H", "H", "H", "H", "H", "H", "H", "C", "H", "H", "H", "H", "H", "H", "H", "H"],
  "positions_angstrom": [[5.616348, 0.903284, 1.750476], [4.563751, -0.160061, 2.037861], [4.671404, -0.986217, 1.331603], [3.131635, 0.378108, 1.960512], [2.223741, -0.630625, 2.474083], [1.251328, -0.339227, 3.354513], [1.121531, 0.733056, 3.902140], [0.368691, -1.516616, 3.763309], [0.876677, -2.097038, 4.535871], [-0.567018, -1.126120, 4.161685], [-0.013698, -2.708717, 2.456104], [-0.740295, -1.608626, 1.284759], [-0.591955, -0.360821, 1.528976], [-1.128093, 0.546626, 0.664006], [-0.975067, 1.916817, 0.903875], [-1.506195, 2.829414, 0.030775], [-2.230094, 2.436041, -1.117235], [-2.373379, 1.071693, -1.352891], [-1.828220, 0.134130, -0.479510], [-2.002318, -1.289933, -0.732419], [-2.609930, -1.766768, -1.671850], [-1.411427, -2.130405, 0.219177], [-1.548837, -3.559087, 0.007219], [-1.297506, -4.067963, 0.939221], [-2.594127, -3.755107, -0.249509], [-0.654881, -4.051826, -1.139216], [0.774967, -3.630463, -0.954634], [1.306921, -2.598616, -1.716486], [2.629213, -2.218992, -1.564229], [3.429450, -2.853839, -0.629477], [2.899760, -3.865263, 0.154667], [1.583053, -4.255129, -0.012091], [1.178970, -5.054910, 0.591084], [3.517781, -4.359839, 0.889919], [4.465480, -2.567017, -0.519435], [3.036973, -1.434111, -2.185336], [0.684331, -2.098395, -2.444965], [-0.726629, -5.140391, -1.174147], [-1.042541, -3.646788, -2.074710], [-2.916287, 0.683268, -2.199613], [-2.690097, 3.400847, -1.995463], [-3.278299, 3.030015, -3.267450], [-2.796966, 2.138275, -3.664409], [-4.793314, 2.833088, -3.134106], [-5.252050, 2.641514, -4.105167], [-5.399991, 4.007806, -2.637490], [-4.848020, 4.379242, -1.395356], [-5.357164, 5.297877, -1.099529], [-3.331005, 4.603022, -1.496387], [-2.942655, 4.879244, -0.518964], [-3.131249, 5.415434, -2.202997], [-5.045367, 3.595337, -0.646181], [-5.002956, 1.990193, -2.458297], [-3.095342, 3.859817, -3.959674], [-1.343634, 3.879068, 0.220818], [-0.428523, 2.225901, 1.781156], [2.207774, -1.518845, 1.993194], [2.720325, 0.777422, 0.545892], [3.331119, 1.599999, 0.186718], [1.680248, 1.094115, 0.542836], [2.827195, -0.068049, -0.130332], [3.023960, 1.238706, 2.629237], [4.723082, -0.556289, 3.043309], [5.488167, 1.753190, 2.416467], [5.548712, 1.254723, 0.724521], [6.612542, 0.494822, 1.903573]],
  "forces_ev_per_angstrom": [[-0.11, -0.23, -0.03], [-0.07, 0.34, 0.10], [-0.01, -0.12, 0.01], [0.12, 0.00, 0.00], [0.37, -0.11, -0.13], [0.03, -0.53, 0.12], [-0.07, 0.45, 0.25], [-0.34, 0.06, -0.24], [-0.02, -0.02, -0.03], [0.17, 0.07, 0.01], [0.09, -0.38, 0.34], [0.29, 0.56, 0.61], [-0.01, -0.33, 0.24], [-0.49, -0.10, -0.76], [-0.13, -0.02, -0.10], [0.00, -0.03, 0.10], [0.16, -0.53, 0.10], [-0.11, 0.19, -0.09], [0.31, 0.42, 0.44], [0.02, 0.00, 0.09], [-0.08, -0.06, -0.15], [-0.19, 0.18, -0.19], [-0.11, -0.40, -0.30], [-0.13, 0.02, -0.12], [0.14, -0.02, 0.15], [-0.09, 0.11, 0.11], [-0.02, -0.15, -0.08], [0.01, 0.00, 0.01], [0.06, 0.02, -0.08], [0.10, 0.04, -0.02], [0.07, -0.07, 0.07], [0.03, 0.04, -0.14], [-0.05, -0.12, 0.08], [0.06, -0.05, 0.06], [0.07, 0.02, 0.02], [0.03, 0.07, -0.02], [-0.08, 0.03, -0.09], [-0.03, -0.01, -0.05], [0.00, -0.10, 0.05], [-0.07, 0.03, -0.08], [0.09, 0.30, -0.35], [-0.34, -0.10, -0.02], [0.02, 0.02, -0.04], [0.28, -0.15, -0.17], [0.04, -0.07, 0.05], [-0.05, 0.08, -0.10], [0.27, 0.21, 0.22], [0.04, -0.05, 0.07], [-0.46, 0.04, 0.11], [0.02, 0.05, -0.04], [-0.01, 0.02, 0.10], [0.00, 0.08, -0.04], [0.00, 0.04, -0.07], [-0.03, -0.10, -0.02], [0.02, 0.09, 0.00], [0.09, 0.04, 0.12], [-0.12, -0.01, 0.04], [0.04, 0.06, 0.29], [0.08, 0.11, -0.12], [-0.08, 0.04, -0.05], [0.00, -0.04, -0.07], [0.07, -0.12, -0.08], [-0.04, -0.07, -0.02], [0.03, 0.13, 0.06], [0.05, 0.10, -0.11], [0.12, 0.04, -0.01]],
  "mulliken_charge": [-1.417, -0.031, -0.053, -0.108, 0.208, 0.543, -0.701, -0.763, 0.458, 0.378, -0.211, 0.368, -0.077, -0.766, -0.624, -0.380, 1.333, 0.167, -0.903, 0.379, -0.718, 0.100, -1.354, 0.604, 0.412, -1.253, 0.271, -0.173, -0.829, -0.219, -0.808, -0.124, 0.431, 0.384, 0.539, 0.484, 0.409, 0.482, 0.491, 0.591, -0.082, -0.993, 0.498, -0.379, 0.368, -0.423, -0.568, 0.391, -0.669, 0.320, 0.332, 0.300, 0.318, 0.384, 0.436, 0.588, 0.031, -0.875, 0.584, 0.087, -0.052, 0.441, 0.368, 0.330, 0.334, 0.413],
  "smiles": "CC[C@@H](C)NC(=O)CSc1nc2ccc(N3CCOCC3)cc2c(=O)n1CCc1ccccc1",
  "lumo_energy_ha": 0.0185,
  "charge": 0,
  "homo_energy_ha": -0.2733,
  "e_above_lowest_kj_mol": 0.0
}

[2]
{
  "formula": "C43H91BNO2P",
  "method": "the ωB97M-V functional and the def2-TZVPD basis",
  "elements": ["C", "C", "C", "C", "C", "C", "C", "C", "C", "C", "C", "C", "P", "C", "C", "C", "C", "C", "C", "C", "C", "C", "C", "C", "O", "C", "N", "B", "C", "O", "H", "H", "H", "H", "H", "H", "H", "H", "H", "H", "H", "H", "H", "H", "H", "H", "H", "H", "H", "H", "H", "H", "H", "H", "H", "H", "H", "H", "H", "H", "H", "H", "H", "H", "H", "H", "H", "H", "H", "H", "H", "H", "H", "H", "H", "H", "H", "H", "H", "C", "C", "C", "C", "C", "C", "H", "H", "H", "H", "H", "H", "H", "H", "H", "H", "H", "H", "H", "H", "C", "C", "C", "C", "C", "C", "H", "H", "H", "H", "H", "H", "H", "H", "H", "H", "H", "H", "H", "H", "C", "C", "C", "C", "C", "C", "H", "H", "H", "H", "H", "H", "H", "H", "H", "H", "H", "H", "H", "H"],
  "positions_angstrom": [[4.507074, -0.359848, 3.371274], [3.038711, -0.568141, 4.107688], [2.948649, 0.136239, 5.603647], [1.463071, 0.764560, 5.916522], [0.741325, 0.169937, 7.264168], [-0.442374, -0.960319, 6.944511], [-1.735494, -0.317970, 6.167307], [-2.375446, -1.278354, 4.989489], [-1.246937, -1.835915, 3.927925], [-1.861726, -2.087010, 2.392745], [-0.821526, -1.340872, 1.369307], [-0.847391, -1.918340, -0.177460], [0.943576, -2.263295, -0.726365], [1.113455, -3.674258, 0.549350], [0.022485, -4.882703, 0.426230], [0.735992, -6.361523, 0.746192], [0.697205, -6.478916, 2.414450], [-0.755668, -7.039933, 3.021582], [-0.968771, -7.163469, 4.674357], [0.310766, -6.692963, 5.605301], [1.754225, -6.164696, 5.022933], [1.943821, -6.047300, 3.393793], [0.925428, -0.764107, -1.903109], [0.228797, -0.990415, -3.358787], [-1.063521, -1.686662, -3.362036], [-0.100071, 0.544837, -3.941787], [1.151624, 1.345918, -4.229599], [1.547165, -3.487874, -2.062158], [3.169352, -3.457136, -2.470089], [0.686804, -4.440657, -2.793682], [4.894838, 0.755913, 3.483785], [4.428921, -0.570651, 2.220310], [5.324879, -1.072045, 3.842832], [2.901754, -1.736811, 4.243423], [2.231907, -0.178180, 3.351288], [3.269848, -0.592726, 6.465726], [3.747124, 1.019195, 5.585508], [1.623697, 1.930939, 6.104821], [0.753624, 0.682972, 4.978108], [1.588807, -0.284389, 7.970257], [0.271096, 1.071019, 7.851095], [0.081919, -1.847487, 6.390754], [-0.778340, -1.375055, 8.009259], [-2.576591, -0.153061, 6.985131], [-1.428822, 0.757331, 5.798762], [-2.927098, -2.195817, 5.464413], [-3.180036, -0.632691, 4.404170], [-0.634879, -2.767720, 4.323760], [-0.442132, -0.960071, 3.825425], [-2.918289, -1.535790, 2.321100], [-2.069612, -3.215000, 2.161900], [0.289840, -1.312611, 1.803943], [-1.152339, -0.193988, 1.340112], [-1.615227, -2.781666, -0.361057], [-1.233351, -1.006544, -0.845450], [1.994904, -1.562500, 0.026971], [1.136844, -3.316291, 1.680443], [2.185688, -4.166287, 0.366231], [-0.628381, -4.888503, -0.545024], [-0.747377, -4.732934, 1.326836], [0.195576, -7.253313, 0.213297], [1.863739, -6.399329, 0.429375], [-1.638083, -7.340576, 2.281440], [-2.006543, -7.529438, 5.087322], [0.160590, -6.743493, 6.773782], [2.660789, -5.819825, 5.694540], [2.924996, -5.651388, 2.848937], [2.065057, -0.477182, -2.116230], [0.462484, 0.228335, -1.427304], [0.951301, -1.455130, -4.188104], [-0.890208, -2.577169, -3.806060], [-0.706648, 1.159297, -3.117208], [-0.819565, 0.516172, -4.884986], [0.959885, 2.390091, -4.152934], [1.393695, 1.118183, -5.240097], [3.723075, -2.847996, -1.609974], [3.374080, -2.859144, -3.470010], [3.651763, -4.526365, -2.498907], [1.199988, -5.319813, -2.868351], [-4.478589, 0.703988, -9.597991], [-3.325194, 1.564418, -10.089685], [-1.963782, 1.104621, -9.562796], [-1.797825, 1.163871, -8.039833], [-2.019128, 2.542207, -7.412399], [-1.023510, 3.585659, -7.894323], [-4.575814, 0.739929, -8.509996], [-5.421915, 1.057593, -10.026692], [-4.341006, -0.339428, -9.899226], [-3.507067, 2.611119, -9.822449], [-3.305119, 1.526987, -11.185594], [-1.180787, 1.706477, -10.039530], [-1.788344, 0.072258, -9.890178], [-0.787495, 0.816657, -7.789057], [-2.483824, 0.449665, -7.570360], [-1.925018, 2.447244, -6.323748], [-3.039484, 2.891758, -7.601648], [0.003219, 3.277811, -7.669647], [-1.207050, 4.542313, -7.392484], [-1.105190, 3.756712, -8.971319], [-7.026395, 2.110293, 7.507151], [-6.791760, 3.145553, 6.418295], [-6.004541, 2.597246, 5.225770], [-4.582594, 2.120590, 5.544099], [-3.666374, 3.173846, 6.171513], [-3.419171, 4.368648, 5.263971], [-6.086689, 1.753051, 7.935877], [-7.616978, 2.545472, 8.319872], [-7.576698, 1.249842, 7.113224], [-6.285675, 4.018925, 6.843942], [-7.765427, 3.500366, 6.059264], [-5.965970, 3.367317, 4.445969], [-6.561448, 1.758276, 4.790206], [-4.124243, 1.757835, 4.615370], [-4.629947, 1.253036, 6.212081], [-2.701949, 2.703694, 6.399280], [-4.073043, 3.516456, 7.128785], [-2.965760, 4.052725, 4.318439], [-2.734882, 5.074644, 5.747744], [-4.344868, 4.906327, 5.040722], [6.315027, 6.013435, -5.759158], [5.433556, 4.817852, -6.084750], [4.271649, 4.641691, -5.104233], [4.677580, 4.370233, -3.650961], [5.562726, 3.139662, -3.439614], [4.885158, 1.839190, -3.842069], [6.791022, 5.911394, -4.780643], [7.109993, 6.109899, -6.505757], [5.731575, 6.939680, -5.765684], [6.044924, 3.909652, -6.123205], [5.021578, 4.952808, -7.092164], [3.629577, 3.828076, -5.462507], [3.649876, 5.545360, -5.126899], [3.764416, 4.258890, -3.052672], [5.193920, 5.248303, -3.246639], [5.827093, 3.080579, -2.376762], [6.506862, 3.246764, -3.983919], [3.962133, 1.688009, -3.272340], [5.548728, 0.990446, -3.642007], [4.640158, 1.822792, -4.907695]],
  "forces_ev_per_angstrom": [[0.10, 0.25, 0.26], [0.85, -0.73, -0.03], [0.23, 0.59, -0.81], [0.19, 0.92, 0.39], [-0.06, -0.03, -0.08], [0.79, 0.22, 1.12], [-0.13, -0.30, 0.70], [0.28, 0.10, -0.11], [0.14, 0.94, -0.25], [0.10, 0.88, 0.81], [-0.26, 0.44, -0.03], [-1.46, 1.78, -0.25], [-1.33, 1.33, 1.16], [0.69, -2.50, 1.46], [-0.36, -0.46, 1.34], [0.15, 0.70, 1.36], [-1.02, -0.90, 2.66], [2.92, 1.04, 3.08], [4.21, 1.88, -2.84], [0.21, 0.08, -2.77], [-3.16, -0.81, -3.26], [-3.86, -1.41, 1.00], [0.88, 1.87, -1.82], [0.36, 2.47, -1.23], [1.97, -1.31, -0.70], [-1.30, 0.48, 0.45], [-0.95, -0.05, -1.28], [0.54, -2.06, -2.82], [0.59, 0.60, 1.10], [2.54, -0.13, 1.97], [-0.89, -2.30, -0.15], [0.13, 0.25, 2.24], [-1.70, 1.48, -0.99], [0.02, 2.38, -0.42], [1.34, -0.62, 1.73], [-0.64, 1.25, -1.81], [-1.74, -1.83, 0.17], [-0.41, -2.48, -0.48], [1.44, 0.01, 1.87], [-1.93, 0.85, -1.52], [0.75, -1.77, -1.08], [-1.18, 1.66, 0.79], [0.62, 0.77, -2.34], [1.67, -0.24, -1.71], [-0.69, -2.21, 0.32], [0.97, 1.80, -0.75], [1.67, -1.39, 1.16], [-1.50, 1.79, -0.80], [-1.68, -1.83, 0.18], [2.30, -1.20, 0.12], [0.71, 2.12, 0.39], [-2.50, -0.36, -0.88], [0.74, -2.47, 0.03], [1.66, 1.44, 0.63], [0.76, -2.30, 1.37], [-0.41, -0.41, -0.41], [0.01, -0.62, -2.32], [-1.90, 0.99, 0.39], [1.58, 0.00, 1.55], [1.55, -0.34, -2.10], [0.85, 1.67, 1.33], [-2.13, 0.25, 0.47], [2.22, 0.74, 1.75], [2.49, 0.84, -0.70], [0.45, 0.11, -2.67], [-2.31, -0.90, -1.33], [-2.31, -0.96, 1.55], [-2.31, -0.58, 0.27], [0.93, -2.15, -0.84], [-1.34, 0.70, 2.01], [-0.45, 1.74, 1.06], [1.22, -1.61, -1.59], [1.40, -0.34, 1.85], [0.23, -1.98, -0.35], [-0.18, 0.79, 1.75], [-0.91, -1.31, -1.87], [-0.54, -1.39, 1.93], [-0.87, 2.00, -0.19], [-1.07, 2.14, -0.28], [-0.22, 0.07, -0.04], [0.11, -0.07, -0.08], [0.12, 0.11, -0.06], [-0.15, -0.09, 0.04], [0.09, -0.14, 0.07], [-0.04, 0.25, 0.05], [-0.01, -0.04, -0.07], [0.07, -0.11, 0.09], [-0.02, 0.07, 0.08], [0.06, -0.06, -0.01], [0.04, 0.06, 0.12], [-0.05, -0.06, 0.06], [-0.03, 0.08, 0.02], [-0.05, 0.04, 0.00], [0.06, 0.03, -0.04], [-0.07, -0.02, -0.09], [0.04, -0.07, 0.00], [-0.07, 0.03, -0.07], [0.10, -0.10, -0.11], [0.05, -0.01, 0.08], [-0.09, 0.06, 0.20], [-0.05, -0.03, -0.14], [0.03, 0.13, -0.11], [-0.04, -0.09, 0.12], [0.05, -0.15, -0.08], [0.11, 0.21, 0.08], [-0.07, -0.02, -0.02], [0.06, -0.13, -0.05], [0.09, 0.04, 0.05], [-0.01, -0.05, -0.07], [0.13, 0.02, 0.01], [0.02, -0.08, 0.05], [0.03, 0.06, 0.05], [0.00, 0.04, 0.07], [-0.01, 0.04, -0.06], [-0.13, 0.02, 0.03], [-0.01, -0.06, -0.04], [-0.08, 0.05, 0.06], [-0.09, -0.05, -0.14], [0.09, -0.03, -0.02], [0.20, 0.03, -0.11], [-0.15, 0.02, -0.03], [-0.07, -0.13, -0.03], [0.07, 0.12, 0.02], [-0.06, 0.06, 0.10], [0.09, -0.21, 0.07], [-0.04, 0.05, -0.06], [-0.06, 0.07, 0.12], [0.07, -0.06, 0.05], [-0.08, 0.03, 0.03], [0.03, -0.07, 0.10], [0.04, 0.05, 0.06], [0.06, -0.05, -0.01], [0.08, -0.03, -0.04], [-0.05, -0.04, -0.04], [0.01, 0.05, -0.12], [-0.04, 0.07, 0.02], [0.04, -0.01, -0.16], [-0.13, 0.06, -0.05], [-0.03, -0.02, 0.08]],
  "mulliken_charge": [-1.064, 0.055, -0.566, -0.201, -0.904, -0.372, -0.165, -0.637, 0.337, -0.407, -0.158, -0.748, 1.005, -0.730, 0.444, -0.858, 0.358, -0.336, -0.432, -0.325, -0.429, -0.231, -1.280, 0.387, -0.578, -0.692, -0.374, 0.736, -0.865, -0.683, 0.313, 0.233, 0.275, 0.110, 0.024, 0.288, 0.251, 0.305, 0.057, 0.357, 0.306, 0.118, 0.332, 0.362, -0.058, 0.249, 0.154, 0.202, -0.398, 0.292, 0.212, -0.295, 0.333, 0.451, 0.455, -0.444, 0.001, 0.538, 0.340, -0.452, 0.284, 0.368, 0.259, 0.299, 0.282, 0.296, 0.243, 0.146, 0.292, 0.155, 0.356, 0.344, -0.047, 0.236, 0.239, 0.234, 0.216, 0.301, 0.295, -1.166, -0.390, -0.846, -0.480, -0.313, -1.195, 0.274, 0.373, 0.289, 0.242, 0.355, 0.337, 0.377, 0.300, 0.368, 0.265, 0.292, 0.269, 0.380, 0.294, -1.161, -0.404, -1.042, -0.212, -0.188, -1.297, 0.270, 0.376, 0.289, 0.241, 0.378, 0.381, 0.381, 0.267, 0.302, 0.101, 0.310, 0.303, 0.399, 0.299, -1.200, -0.431, -0.442, -0.670, -0.439, -0.996, 0.282, 0.374, 0.291, 0.240, 0.378, 0.119, 0.387, 0.361, 0.322, 0.349, 0.258, 0.187, 0.399, 0.218],
  "smiles": "CCCCCCCCCCCC[PH](CCCc1ccccc1)(C[C@@H](O)CN)B(C)O.CCCCCC.CCCCCC.CCCCCC",
  "lumo_energy_ha": 0.0096,
  "charge": 0,
  "homo_energy_ha": -0.2803
}

The energy results, record by record, are as follows: -50421.3495, -61600.8805 eV.